Entry 1:
Computed, not measured: a molecular structure, C23H28F5HfN5SSeSi3 at a distorted geometry, with the ωB97M-V functional and the def2-TZVPD basis.

The value obtained for the HOMO-LUMO gap is 6.944 eV. As for the total charge: 0. The maximum force is 0.0587 Eh/bohr. The value obtained for the molar mass is 843.28 g mol⁻¹. The energy above the lowest of the compared OMol25 structures with the same formula, charge and spin comes out at 15.4 kcal/mol.

Positions of all 67 atoms, in Å:
Hf  -0.8383  -0.0478  -1.0539
C  2.0268  -2.2810  2.4924
Si  0.9586  -1.9600  0.8875
C  -0.7692  -2.6974  1.2007
C  1.6505  -3.0910  -0.4391
C  0.8000  -0.1450  0.3910
Si  0.6113  0.9879  1.9540
C  0.0382  2.7025  1.4056
C  2.3022  1.3170  2.8461
C  -0.6347  0.3234  3.2273
Si  2.2199  0.5847  -0.5785
C  2.6070  2.4650  -0.6242
C  3.9413  -0.1337  -0.2174
C  1.9768  -0.0040  -2.3261
C  2.8822  -0.6308  -3.1828
C  2.6022  -0.9367  -4.5051
C  1.2567  -0.8069  -4.8892
C  0.3530  -0.1656  -4.0227
N  0.6610  0.1045  -2.6972
H  2.0790  -3.3286  2.7315
H  1.5242  -1.6608  3.2725
H  3.0913  -1.9877  2.3099
H  -0.6678  -3.6819  1.7485
H  -1.3275  -3.0179  0.2966
H  -1.3912  -2.0781  1.8240
H  1.5386  -4.1421  -0.1353
H  2.7446  -3.0391  -0.6640
H  1.1868  -2.8888  -1.4380
H  0.7628  3.4872  1.5193
H  -0.8577  2.9841  1.9789
H  -0.2657  2.7263  0.3433
H  2.8671  2.1321  2.3812
H  2.9462  0.3608  2.8210
H  2.0488  1.6400  3.8986
H  -1.5995  0.7599  2.9840
H  -0.2957  0.7155  4.2124
H  -0.7229  -0.7729  3.3310
H  3.1152  2.7726  0.3054
H  1.7425  3.0882  -0.8186
H  3.3033  2.6618  -1.4594
H  4.2268  0.0766  0.8088
H  4.7586  0.2629  -0.8078
H  3.9078  -1.2195  -0.3497
H  3.9268  -0.7708  -2.8055
H  3.3648  -1.4020  -5.1042
H  0.8275  -1.2755  -5.7639
H  -0.6414  0.0834  -4.3551
F  -5.5549  2.9324  4.1879
C  -5.1555  2.1735  3.1997
C  -4.2970  2.7445  2.2464
F  -4.0560  4.0815  2.3241
C  -3.7514  2.0167  1.2183
F  -3.0573  2.6908  0.3252
C  -3.9724  0.5954  1.1304
S  -3.1835  -0.5450  0.0452
C  -4.9190  0.0779  2.0748
F  -5.2219  -1.2258  2.0059
C  -5.5740  0.8954  3.0003
F  -6.4689  0.4201  3.9025
Se  -0.6049  3.9512  -3.5006
C  -1.1416  2.5903  -2.5838
N  -1.5288  1.7171  -1.8422
N  -1.5116  -1.7132  -2.2271
C  -1.6452  -2.5743  -3.0353
N  -1.9345  -3.4277  -3.9415
C  -1.6790  -2.9618  -5.1940
N  -1.5814  -2.5095  -6.2700

Results of the natural (NBO) charge analysis, in e, for atoms 1 through 4: 2.197 -1.092 1.719 -1.142

Entry 2:
Computed, not measured: C23H28FN3O5S in the gas phase, with the ωB97M-V functional and the def2-TZVPD basis.

The value obtained for the HOMO-LUMO gap is 9.403 eV. Its SMILES is CCOC(=O)N1CCC(NC(=O)c2cc(S(=O)(=O)NCCc3ccccc3)ccc2F)CC1. As for the total charge: 0. The maximum force is 0.0145 Eh/bohr. The value obtained for the molar mass is 477.56 g mol⁻¹. The energy above the lowest of the compared OMol25 structures with the same formula, charge and spin comes out at 0.0 kcal/mol.

Positions of all 61 atoms, in Å:
C  -8.2439  -0.6446  1.5134
C  -7.6947  -0.7445  0.0976
H  -7.8797  -1.7329  -0.3289
H  -8.1460  0.0261  -0.5356
O  -6.2766  -0.5962  0.0692
C  -5.8197  0.6772  0.1118
O  -6.5347  1.6522  0.1091
N  -4.4687  0.7332  0.1804
C  -3.5934  -0.4094  0.0513
H  -2.8697  -0.3886  0.8745
C  -2.8641  -0.3643  -1.2928
H  -3.5916  -0.4608  -2.0998
H  -2.1615  -1.1955  -1.3612
C  -2.1096  0.9619  -1.4655
N  -0.9804  1.0375  -0.5615
C  0.2788  0.7762  -0.9581
O  0.5822  0.5206  -2.1062
C  1.3247  0.8462  0.1187
C  1.1325  0.4565  1.4411
C  2.1475  0.4819  2.3808
C  3.4036  0.9155  1.9965
C  3.6158  1.3008  0.6871
C  2.6019  1.2641  -0.2442
H  2.7823  1.5753  -1.2609
S  5.2227  1.9578  0.2161
O  6.0120  2.0530  1.4073
O  4.9840  3.1210  -0.5824
N  5.9354  0.8526  -0.7629
H  5.6542  0.8466  -1.7258
C  6.6529  -0.2858  -0.2507
H  6.5598  -0.2321  0.8350
C  6.1335  -1.6242  -0.7891
C  4.6865  -1.8630  -0.4627
C  3.7070  -1.7364  -1.4380
C  2.3781  -1.9875  -1.1453
C  2.0126  -2.3604  0.1361
C  2.9792  -2.4729  1.1214
C  4.3065  -2.2251  0.8239
H  5.0593  -2.3276  1.5924
H  2.6985  -2.7649  2.1229
H  0.9777  -2.5666  0.3676
H  1.6322  -1.8827  -1.9176
H  3.9844  -1.4547  -2.4436
H  6.7449  -2.4180  -0.3546
H  6.2730  -1.6428  -1.8720
H  7.7164  -0.1887  -0.5055
H  4.2224  0.9727  2.6952
H  1.9410  0.1666  3.3912
F  -0.0829  0.0192  1.8459
H  -1.1831  1.2240  0.4060
C  -3.0587  2.1421  -1.2407
H  -3.7871  2.1609  -2.0521
C  -3.8052  2.0143  0.0896
H  -3.1152  2.1128  0.9358
H  -4.5693  2.7889  0.1726
H  -2.5002  3.0786  -1.2607
H  -1.6840  1.0057  -2.4742
H  -4.1864  -1.3188  0.1332
H  -8.0608  0.3516  1.9082
H  -9.3143  -0.8287  1.5028
H  -7.7621  -1.3762  2.1579

Results of the natural (NBO) charge analysis, in e, for atoms 1 through 4: -0.636 -0.067 0.186 0.200

Entry 3:
Computed, not measured: a molecular structure, C23H28FeNO2 at a distorted geometry, with the ωB97M-V functional and the def2-TZVPD basis.

The value obtained for the HOMO-LUMO gap (spin up / spin down) is 3.522 / 5.501 eV. As for the total charge: -1. The spin multiplicity is 5. The maximum force is 0.1360 Eh/bohr. The value obtained for the molar mass is 406.33 g mol⁻¹.

Positions of all 55 atoms, in Å:
C  4.4987  -2.3649  -3.5747
O  3.4115  -1.5007  -3.9648
C  2.8696  -0.6800  -3.0271
C  1.7545  0.0871  -3.4351
C  0.9418  0.6526  -2.4786
C  1.2105  0.4530  -1.1110
C  0.1776  0.8842  -0.1512
C  0.5569  1.3441  1.2304
C  0.7540  2.7558  1.6246
C  0.9639  2.7896  3.0540
C  0.9507  1.4302  3.5489
C  0.7496  0.5450  2.4272
Fe  -0.7332  1.8810  2.5860
C  -2.3974  1.3407  1.6669
C  -2.2514  2.7873  1.6853
C  -2.1256  3.2053  3.0697
C  -2.1850  2.0173  3.9079
C  -2.3489  0.8602  3.0394
C  2.4542  -0.0519  -0.7256
C  3.2721  -0.6593  -1.6719
H  4.7834  -2.8536  -4.5064
H  5.3413  -1.7868  -3.1761
H  4.1711  -3.1121  -2.8408
H  1.4993  0.1243  -4.4900
H  0.0755  1.2477  -2.7744
H  -0.3228  1.7299  -0.6445
H  0.7987  3.6173  0.9544
H  1.1453  3.6721  3.6650
H  1.1123  1.0999  4.5722
H  0.8457  -0.5364  2.4260
H  -2.6221  0.7320  0.7944
H  -2.3043  3.4364  0.8121
H  -2.0701  4.2348  3.4194
H  -2.1847  1.9962  4.9961
H  -2.4891  -0.1741  3.3460
H  2.7656  0.0130  0.3181
H  4.1621  -1.1958  -1.3476
O  -2.4739  0.6250  -1.9330
C  -2.8072  -0.7499  -1.7809
C  -1.5205  -1.4550  -1.3658
C  -1.7531  -2.9037  -0.9209
C  -0.7051  -3.1635  0.1329
C  -0.2348  -1.7868  0.6332
N  -0.8090  -0.8588  -0.2872
H  -3.2463  1.0868  -2.3036
H  -3.6010  -0.9021  -1.0169
H  -3.1115  -1.2007  -2.7453
H  -0.8175  -1.4228  -2.2256
H  -2.7730  -3.0256  -0.5291
H  -1.6672  -3.5658  -1.8031
H  -1.1168  -3.7792  0.9439
H  0.1428  -3.7070  -0.3016
H  -0.5483  -1.6526  1.6825
H  0.8661  -1.7134  0.5942
H  -1.0551  0.1536  0.0020

Results of the natural (NBO) charge analysis, in e, for atoms 1 through 4: -0.251 -0.512 0.260 -0.271

Entry 4:
Computed, not measured: a molecular structure, C23H28HgIN7O5PS2 at a distorted geometry, with the ωB97M-V functional and the def2-TZVPD basis.

The value obtained for the HOMO-LUMO gap (spin up / spin down) is 4.869 / 4.900 eV. As for the total charge: -2. The spin multiplicity is 2. The maximum force is 0.0331 Eh/bohr. The value obtained for the molar mass is 905.12 g mol⁻¹. The energy above the lowest of the compared OMol25 structures with the same formula, charge and spin comes out at 58.0 kcal/mol.

Positions of all 68 atoms, in Å:
Hg  0.8886  0.7825  -0.8980
O  3.8495  -1.2982  -1.6902
S  3.1254  -0.4505  -2.6697
O  3.7164  -0.3303  -3.9983
O  1.7376  -1.0577  -2.8362
O  2.9829  0.9253  -2.0826
C  1.8869  -3.5305  -1.9247
P  0.4274  -2.4666  -1.8411
C  -0.6490  -3.8016  -1.2582
C  -0.5011  -2.1539  -3.3626
O  0.1951  -1.4757  -0.7475
H  1.9042  -3.9523  -2.9294
H  1.8151  -4.3375  -1.1957
H  2.7833  -2.9243  -1.7855
H  -0.6273  -4.6761  -1.9060
H  -1.6731  -3.4498  -1.1983
H  -0.3392  -4.0653  -0.2488
H  -0.6009  -3.0678  -3.9370
H  -0.0523  -1.3320  -3.9300
H  -1.4859  -1.8507  -3.0378
I  6.1845  -1.4416  2.2545
C  4.2591  -1.1574  1.6516
C  3.1767  -1.9397  1.9725
N  2.1254  -1.3561  1.3606
N  2.4865  -0.2785  0.6662
C  3.7780  -0.1278  0.8215
H  3.0867  -2.8387  2.5535
H  1.2010  -1.7292  1.1855
H  4.3409  0.6507  0.3217
N  -3.7478  1.3229  4.0912
C  -3.0570  0.9623  2.9366
C  -3.1720  1.3563  1.6616
C  -2.1720  0.6509  0.8173
N  -0.6850  0.8004  1.1303
C  -1.4422  -0.3073  1.6876
C  -1.8483  0.0905  3.1038
H  -4.1621  2.2453  4.1083
H  -3.2178  1.1801  4.9339
H  -3.8377  2.1082  1.2700
H  -2.3582  0.5196  -0.2436
H  -1.2215  -1.3282  1.4149
H  -1.9928  -0.7279  3.8112
S  0.0684  2.0320  -2.8983
C  -1.6309  1.9875  -3.3129
N  -1.8061  1.6884  -4.6756
C  -2.8890  2.1993  -5.3749
C  -3.9395  2.5973  -4.6201
C  -3.8408  2.4980  -3.2231
N  -2.6419  2.3073  -2.5716
H  -0.9569  1.4360  -5.1417
H  -2.8760  2.1689  -6.4394
H  -4.8500  2.9525  -5.0856
H  -4.6883  2.6932  -2.5893
C  1.4419  2.8870  0.9513
C  1.1579  2.1690  2.0594
C  -0.2930  1.7321  2.2375
C  -0.6799  1.0098  3.5548
C  0.4807  0.2471  4.1824
C  1.7648  0.7028  3.9127
C  2.1218  1.6382  2.9707
C  0.1904  -0.6172  5.2609
N  -0.1109  -1.3487  6.1256
H  2.4630  3.1142  0.6790
H  0.6442  3.2574  0.3060
H  -0.9223  2.6149  2.1137
H  -1.0556  1.7711  4.2587
H  2.5754  0.2505  4.4804
H  3.1653  1.8698  2.8062

Results of the natural (NBO) charge analysis, in e, for atoms 1 through 4: 1.515 -1.072 2.594 -1.033

> maximum force of number 3 (C23H28FeNO2)?

0.1360 Eh/bohr